{"formula": "C32H30Cl2F4GaGe2N4O4", "method": "the ωB97M-V functional and the def2-TZVPD basis", "e_homo_ev": -11.24, "charge": 1, "orbital_gap_ev": 5.22, "max_force_ev_per_a": 0.86, "total_energy_ha": -9155.54179, "e_above_lowest_kcal_mol": 9.7, "spin_multiplicity": 1, "species": ["Ga", "C", "C", "Ge", "C", "C", "C", "C", "Ge", "C", "C", "C", "C", "C", "C", "C", "C", "C", "C", "H", "H", "H", "H", "H", "H", "H", "H", "H", "H", "H", "H", "H", "H", "H", "H", "H", "H", "H", "H", "H", "H", "H", "H", "H", "H", "F", "C", "C", "F", "C", "C", "C", "F", "C", "C", "C", "N", "C", "N", "F", "C", "C", "N", "C", "N", "Cl", "C", "Cl", "C", "O", "O", "H", "C", "O", "C", "O", "H", "H", "H"], "coordinates": [[-0.1004, -0.6498, -0.7620], [0.7354, 1.0959, 5.4800], [0.2276, 1.7104, 4.1756], [0.2686, 0.5206, 2.6240], [-1.1377, -0.8478, 2.5807], [-1.3340, -1.5098, 3.9453], [2.0163, -0.3139, 2.5103], [2.7103, -0.9400, 1.5522], [2.2933, -0.9387, -0.3723], [2.9141, 0.6894, -1.3042], [4.3249, 1.1575, -0.9493], [2.7148, -2.5931, -1.3469], [4.1675, -2.8411, -1.7446], [3.9464, -1.6766, 1.9352], [5.1426, -1.5115, 1.2405], [6.2930, -2.1743, 1.6409], [6.2582, -3.0326, 2.7301], [5.0679, -3.2224, 3.4176], [3.9219, -2.5496, 3.0246], [0.7023, 1.8298, 6.2860], [1.7722, 0.7658, 5.3958], [0.1399, 0.2383, 5.7963], [0.8299, 2.5839, 3.9174], [-0.7953, 2.0755, 4.2931], [-0.8477, -1.6049, 1.8482], [-2.0723, -0.4113, 2.2209], [-0.4078, -1.9476, 4.3240], [-2.0717, -2.3110, 3.8838], [-1.6924, -0.7950, 4.6876], [2.4769, -0.3560, 3.4994], [2.1976, 1.4829, -1.0854], [2.8324, 0.4925, -2.3764], [4.4556, 1.2677, 0.1291], [4.5303, 2.1274, -1.4042], [5.0870, 0.4650, -1.3106], [2.0996, -2.5324, -2.2510], [2.3153, -3.4327, -0.7728], [4.5886, -1.9887, -2.2832], [4.2373, -3.7076, -2.4036], [4.7979, -3.0341, -0.8791], [5.1927, -0.8382, 0.3930], [7.2178, -2.0192, 1.0997], [7.1539, -3.5551, 3.0393], [5.0308, -3.9020, 4.2595], [2.9908, -2.7161, 3.5523], [-2.9253, -0.3811, -3.6099], [-3.7789, 0.6358, -3.5611], [-5.0903, 0.3924, -3.6959], [-5.4953, -0.8477, -3.8459], [-6.0814, 1.4529, -3.7051], [-5.5279, 2.7913, -3.5993], [-4.2125, 3.0232, -3.4684], [-3.7828, 4.2698, -3.3616], [-3.2365, 1.9600, -3.4000], [-1.9013, 2.1928, -3.1838], [-0.9962, 1.1278, -2.9451], [-0.2367, 0.2866, -2.7411], [-1.2867, 3.4759, -3.0355], [-0.7153, 4.4566, -2.8545], [-6.3545, 3.8139, -3.6237], [-7.4147, 1.2124, -3.8102], [-8.4096, 2.2415, -3.8198], [-9.2625, 3.0112, -3.8156], [-7.9785, -0.0992, -3.9150], [-8.5020, -1.1189, -3.9917], [-1.2279, -2.7135, -2.4753], [-2.4589, -2.7570, -1.1879], [-1.8229, -3.5634, 0.2391], [-2.8900, -1.3170, -0.8403], [-4.0518, -1.0112, -0.8834], [-1.9212, -0.4858, -0.5183], [-3.3061, -3.3151, -1.5666], [-0.4426, 3.9671, 0.3530], [-0.2083, 2.9779, 1.3889], [-0.0521, 1.7329, 1.0345], [-0.1208, 1.4047, -0.1560], [-0.5172, 4.9146, 0.8737], [-1.3707, 3.7424, -0.1664], [0.3871, 3.9771, -0.3484]], "forces_ev_per_a": [[0.137, 0.848, -0.064], [0.042, -0.071, 0.054], [-0.028, 0.035, -0.066], [-0.052, 0.073, 0.130], [0.013, 0.032, -0.051], [-0.017, -0.010, 0.054], [0.034, -0.100, 0.050], [0.025, 0.121, -0.038], [0.084, -0.352, -0.101], [-0.042, 0.021, -0.005], [0.042, 0.007, 0.012], [-0.095, -0.013, -0.006], [0.079, 0.051, 0.004], [0.026, -0.060, -0.012], [0.038, 0.030, -0.003], [0.004, -0.003, -0.001], [0.016, -0.001, 0.005], [0.012, -0.019, 0.008], [-0.009, -0.016, -0.030], [-0.016, -0.004, -0.016], [-0.016, -0.001, -0.004], [0.017, 0.024, -0.023], [-0.009, -0.008, -0.029], [-0.007, -0.029, -0.013], [0.022, 0.041, 0.029], [0.043, 0.026, 0.033], [-0.002, 0.013, -0.009], [0.003, 0.004, -0.011], [0.012, -0.012, -0.014], [-0.027, -0.020, 0.014], [0.006, -0.019, 0.017], [-0.005, -0.037, 0.014], [-0.010, 0.025, -0.020], [-0.007, -0.010, -0.014], [-0.021, 0.008, -0.001], [-0.006, 0.004, 0.011], [0.030, 0.014, 0.032], [-0.006, -0.011, 0.007], [-0.008, 0.011, 0.000], [-0.006, -0.003, 0.008], [-0.024, -0.057, 0.051], [-0.013, -0.004, 0.012], [-0.011, 0.003, -0.006], [-0.004, 0.015, -0.013], [-0.002, 0.015, -0.001], [-0.052, -0.072, -0.004], [-0.021, -0.016, -0.056], [0.052, -0.019, 0.013], [-0.017, -0.109, -0.010], [-0.030, 0.001, 0.000], [0.000, 0.020, 0.010], [0.056, 0.003, 0.002], [0.038, 0.071, 0.004], [-0.028, 0.126, 0.014], [-0.137, -0.042, 0.076], [0.204, -0.231, -0.325], [0.012, 0.105, 0.248], [-0.025, 0.197, 0.094], [-0.041, -0.089, -0.093], [-0.030, 0.065, 0.005], [0.113, 0.021, -0.017], [-0.137, 0.165, 0.040], [0.066, -0.070, -0.024], [-0.077, -0.210, 0.021], [0.044, 0.091, -0.009], [0.133, -0.071, 0.043], [-0.251, 0.155, -0.071], [0.043, -0.120, 0.104], [0.244, 0.089, -0.026], [0.056, -0.071, -0.027], [-0.446, -0.467, -0.104], [-0.036, -0.005, 0.025], [-0.013, -0.006, 0.028], [0.025, 0.237, 0.016], [0.041, -0.127, 0.161], [-0.039, -0.130, -0.146], [0.005, -0.009, 0.016], [0.021, -0.017, 0.010], [-0.017, -0.021, -0.014]], "mulliken_charge": [0.47, -1.11, -0.69, 0.48, 0.06, -1.42, -0.87, 0.85, 0.04, -0.12, -1.62, -0.56, -1.21, -0.06, 0.00, -0.87, -0.49, -0.74, -0.46, 0.39, 0.29, 0.23, 0.41, 0.43, -0.14, 0.51, 0.31, 0.41, 0.33, 0.49, 0.32, 0.48, 0.39, 0.45, 0.36, 0.46, 0.40, 0.29, 0.42, 0.30, 0.43, 0.42, 0.40, 0.42, 0.49, -0.36, 0.20, 0.54, -0.32, -0.03, 0.35, -0.23, -0.31, 0.85, 0.81, 0.04, -0.38, -0.24, -0.54, -0.28, 1.35, -0.24, -0.42, -0.13, -0.43, -0.06, 0.11, -0.08, 0.34, -0.61, -0.31, 0.48, -0.75, -0.32, 0.36, -0.63, 0.32, 0.21, 0.35]}